1.
The following is a quantum chemistry calculation of CH6F3NaO6S as an isolated structure in a non-equilibrium geometry, from the OMol25 dataset.

## Properties
orbital gap = 4.3 eV
LUMO = -3.062 eV
F_max = 2.7 eV/A
relative energy (zero: lowest compared OMol25 entry of this formula, charge and spin) = 86.66 kcal/mol
multiplicity = 1
HOMO energy = -7.32 eV

Geometry (Å):
Na  2.48  -1.64  1.26
C  -4.97  0.81  -0.91
F  -4.62  2.07  -1.16
F  -5.07  0.58  0.42
F  -6.12  0.61  -1.51
S  -3.67  -0.40  -1.66
O  -4.28  -1.75  -1.63
O  -3.37  0.10  -2.99
O  -2.53  -0.21  -0.73
O  4.42  -3.35  -2.48
H  4.01  -3.95  -3.10
H  5.07  -2.88  -3.00
O  3.17  -0.07  5.41
H  2.27  0.27  5.48
H  3.69  0.50  5.98
O  3.19  2.78  0.44
H  3.09  3.70  0.70
H  3.24  2.81  -0.52

=====

2.
The following is a quantum chemistry calculation of C50H50N6O4PtS6Te as an isolated structure in a non-equilibrium geometry, from the OMol25 dataset.

## Properties
total charge = +1
orbital gap (spin up / spin down) = 7.4 / 5.7 eV
LUMO (spin up / spin down) = -2.530 / -4.714 eV
F_max = 1.0 eV/A
⟨S²⟩ = 8.81
relative energy (zero: lowest compared OMol25 entry of this formula, charge and spin) = 0.00 kcal/mol
multiplicity = 6
HOMO energy (spin up / spin down) = -9.91 / -10.46 eV

Geometry (Å):
Pt  0.65  1.45  0.03
N  0.93  1.55  2.49
N  2.24  1.41  2.91
C  3.25  1.23  2.02
N  4.47  1.09  2.53
N  2.91  1.24  0.74
N  3.88  1.02  -0.24
O  3.49  0.96  -1.37
O  5.07  0.91  0.08
H  0.55  2.47  2.72
H  0.32  0.82  2.85
H  2.46  1.47  3.90
H  4.62  1.01  3.52
H  5.22  0.92  1.87
C  0.03  5.40  -3.18
S  1.21  6.56  -2.44
C  1.54  5.99  -0.86
C  1.68  4.68  -0.40
S  1.64  3.30  -1.33
S  1.95  4.53  1.32
C  1.98  6.22  1.72
S  2.18  6.78  3.23
S  1.74  7.24  0.33
H  0.50  4.87  -4.00
H  -0.79  6.02  -3.56
H  -0.34  4.71  -2.43
O  -1.20  4.34  -0.43
S  -2.32  3.39  -0.14
C  -3.85  4.32  -0.29
C  -4.97  3.65  -0.75
C  -6.18  4.32  -0.83
C  -6.25  5.66  -0.47
C  -5.11  6.33  -0.03
C  -3.90  5.66  0.06
C  -2.38  3.34  1.68
C  -1.41  4.05  2.35
C  -1.40  4.05  3.75
C  -2.35  3.32  4.45
C  -3.32  2.61  3.75
C  -3.34  2.62  2.37
H  -4.90  2.60  -1.04
H  -7.06  3.81  -1.19
H  -7.19  6.19  -0.54
H  -5.17  7.37  0.25
H  -3.01  6.17  0.41
H  -0.69  4.62  1.78
H  -0.66  4.64  4.28
H  -2.35  3.33  5.53
H  -4.07  2.05  4.30
H  -4.11  2.08  1.84
C  -0.62  -7.92  2.50
C  -0.25  -6.63  1.81
C  0.67  -6.62  0.77
C  1.01  -5.45  0.09
C  2.00  -5.53  -1.05
C  0.40  -4.26  0.51
Te  0.75  -2.49  -0.84
N  0.80  -0.43  -1.51
C  0.17  0.24  -2.46
O  -0.17  1.44  -2.20
C  0.03  -0.26  -3.85
C  0.42  0.61  -4.87
C  0.40  0.19  -6.19
C  -0.02  -1.10  -6.50
C  -0.44  -1.95  -5.50
C  -0.42  -1.54  -4.17
C  2.77  -2.29  -0.29
C  3.14  -2.16  1.05
C  2.13  -2.02  2.16
C  4.49  -2.13  1.37
C  5.47  -2.21  0.39
C  6.94  -2.19  0.74
C  5.08  -2.27  -0.94
C  3.74  -2.30  -1.31
C  3.39  -2.28  -2.78
C  -0.52  -4.23  1.55
C  -1.20  -2.97  2.03
C  -0.82  -5.43  2.20
H  -0.18  -8.77  2.00
H  -1.70  -8.05  2.52
H  -0.27  -7.92  3.54
H  1.14  -7.55  0.46
H  2.29  -6.56  -1.22
H  2.90  -4.95  -0.83
H  1.57  -5.14  -1.97
H  0.75  1.61  -4.61
H  0.72  0.86  -6.98
H  -0.03  -1.43  -7.53
H  -0.79  -2.95  -5.74
H  -0.78  -2.20  -3.40
H  1.33  -1.33  1.87
H  2.60  -1.64  3.07
H  1.67  -2.98  2.40
H  4.79  -2.05  2.41
H  7.09  -2.12  1.82
H  7.43  -1.34  0.26
H  7.43  -3.10  0.39
H  5.83  -2.28  -1.72
H  4.23  -2.65  -3.38
H  3.18  -1.25  -3.09
H  2.51  -2.88  -3.01
H  -0.93  -2.10  1.44
H  -0.94  -2.77  3.07
H  -2.29  -3.08  1.99
H  -1.54  -5.41  3.01
C  -1.09  0.51  0.50
C  -2.08  -0.17  0.26
C  -3.25  -0.96  -0.01
C  -3.13  -2.22  -0.61
C  -4.25  -2.99  -0.88
C  -5.52  -2.51  -0.58
C  -5.66  -1.26  -0.01
C  -4.54  -0.49  0.28
H  -2.15  -2.60  -0.85
H  -4.13  -3.97  -1.32
H  -6.39  -3.12  -0.79
H  -6.64  -0.87  0.22
H  -4.66  0.48  0.73

=====

3.
The following is a quantum chemistry calculation of C7H16N as an isolated structure in a non-equilibrium geometry, from the OMol25 dataset.

## Properties
total charge = +1
orbital gap = 4.6 eV
LUMO = -7.668 eV
F_max = 7.6 eV/A
relative energy (zero: lowest compared OMol25 entry of this formula, charge and spin) = 268.93 kcal/mol
multiplicity = 1
HOMO energy = -12.24 eV

Geometry (Å):
C  0.03  2.00  -1.28
C  0.60  1.37  0.07
C  1.10  -0.29  -0.51
C  0.01  -1.13  -1.08
C  -0.47  -2.30  -0.17
C  -1.13  -1.59  1.00
C  -2.13  -0.79  0.68
N  1.66  1.68  0.92
H  0.17  3.09  -1.25
H  0.51  1.65  -2.20
H  -1.04  1.81  -1.19
H  -0.25  0.85  0.53
H  1.39  -0.58  0.50
H  1.94  -0.02  -1.14
H  0.25  -1.38  -2.12
H  -0.90  -0.47  -1.16
H  0.34  -2.95  0.14
H  -1.21  -2.87  -0.72
H  -0.85  -1.77  2.05
H  -2.32  0.14  1.24
H  -0.91  1.18  2.83
H  2.46  2.26  0.67
H  -0.20  1.24  2.63
H  0.58  2.42  0.75

=====

4.
The following is a quantum chemistry calculation of a 2-piece molecular cluster, C2H9N2S overall in a non-equilibrium geometry, from the OMol25 dataset.

## Properties
total charge = +1
orbital gap = 9.1 eV
LUMO = -3.840 eV
F_max = 3.7 eV/A
relative energy (zero: lowest compared OMol25 entry of this formula, charge and spin) = 94.61 kcal/mol
multiplicity = 1
HOMO energy = -12.98 eV

Geometry (Å):
C  -0.46  0.54  -0.26
C  -1.61  0.11  0.52
N  1.76  -0.81  0.03
N  -2.52  -0.58  -0.17
S  3.00  0.14  -0.04
H  -0.04  1.49  0.07
H  -0.50  0.39  -1.29
H  0.47  -0.30  -0.04
H  -1.72  0.15  1.55
H  1.81  -1.49  -0.69
H  -3.33  -0.98  0.19
H  2.27  1.46  -0.05
H  -2.28  -0.45  -1.09
H  3.14  0.34  1.27

=====

5.
The following is a quantum chemistry calculation of C44H57N2O4Pt as an isolated structure in a non-equilibrium geometry, from the OMol25 dataset.

## Properties
total charge = +1
orbital gap (spin up / spin down) = 6.9 / 5.3 eV
LUMO (spin up / spin down) = -2.958 / -5.324 eV
F_max = 1.8 eV/A
⟨S²⟩ = 6.05
relative energy (zero: lowest compared OMol25 entry of this formula, charge and spin) = 7.23 kcal/mol
multiplicity = 5
HOMO energy (spin up / spin down) = -9.83 / -10.66 eV

Geometry (Å):
Pt  -0.29  -0.08  0.05
C  4.88  2.76  4.30
C  3.56  2.76  5.07
C  3.31  4.18  5.59
C  3.67  1.78  6.26
C  2.40  2.28  4.22
C  2.59  1.59  3.04
C  1.50  1.05  2.35
N  1.60  0.22  1.29
C  2.68  -0.49  0.92
C  3.68  -0.94  1.78
C  4.80  -1.59  1.29
C  4.95  -1.71  -0.10
C  3.98  -1.35  -1.01
C  2.73  -0.85  -0.49
O  1.69  -0.74  -1.19
C  4.15  -1.45  -2.51
C  4.00  -0.02  -3.08
C  5.53  -1.99  -2.91
C  3.08  -2.36  -3.12
C  5.80  -2.17  2.27
C  7.01  -2.80  1.59
C  5.08  -3.26  3.09
C  6.29  -1.06  3.22
C  0.15  1.40  2.74
O  -0.81  1.08  1.97
C  -0.04  2.07  3.99
C  1.08  2.46  4.69
C  -1.45  2.34  4.50
C  -2.25  1.03  4.53
C  -1.46  2.93  5.91
C  -2.12  3.32  3.53
H  5.67  3.14  4.94
H  4.82  3.39  3.42
H  5.18  1.76  4.00
H  4.21  4.56  6.07
H  2.51  4.21  6.33
H  3.04  4.84  4.77
H  4.47  2.10  6.92
H  3.90  0.78  5.91
H  2.74  1.75  6.82
H  3.57  1.46  2.62
H  3.54  -0.78  2.83
H  5.86  -2.14  -0.49
H  4.75  0.64  -2.65
H  3.01  0.38  -2.85
H  4.13  -0.04  -4.16
H  6.33  -1.35  -2.54
H  5.59  -2.02  -3.99
H  5.68  -3.00  -2.54
H  2.08  -1.96  -2.92
H  3.15  -3.36  -2.70
H  3.22  -2.42  -4.19
H  6.72  -3.60  0.92
H  7.67  -3.22  2.35
H  7.58  -2.06  1.03
H  4.71  -4.04  2.43
H  4.24  -2.85  3.64
H  5.77  -3.70  3.79
H  6.74  -0.25  2.65
H  7.04  -1.46  3.89
H  5.48  -0.66  3.81
H  0.95  2.96  5.63
H  -1.72  0.25  5.07
H  -2.44  0.69  3.51
H  -3.20  1.19  5.02
H  -1.00  2.25  6.62
H  -2.49  3.08  6.22
H  -0.97  3.89  5.95
H  -2.17  2.91  2.53
H  -1.56  4.26  3.49
H  -3.13  3.54  3.87
C  -0.40  -2.01  2.49
N  -1.00  -1.77  1.18
C  -2.44  -1.49  1.35
C  -0.84  -2.95  0.32
C  -1.14  -2.57  -1.10
C  -1.60  -3.50  -2.03
C  -1.82  -3.10  -3.34
C  -1.57  -1.80  -3.73
C  -1.12  -0.87  -2.80
C  -0.93  -1.25  -1.49
H  -0.81  -2.92  2.94
H  -0.62  -1.17  3.15
H  0.68  -2.12  2.39
H  -2.92  -2.29  1.92
H  -2.92  -1.40  0.38
H  -2.57  -0.55  1.88
H  -1.48  -3.77  0.67
H  0.21  -3.29  0.38
H  -1.77  -4.52  -1.73
H  -2.19  -3.82  -4.06
H  -1.73  -1.49  -4.75
H  -0.91  0.14  -3.13
O  -2.11  1.32  -0.77
C  -1.19  1.94  -1.36
O  0.02  1.62  -1.14
C  -1.50  2.94  -2.40
C  -0.50  3.68  -3.02
C  -0.83  4.51  -4.08
C  -2.14  4.61  -4.51
C  -3.14  3.88  -3.89
C  -2.82  3.04  -2.83
H  0.52  3.58  -2.69
H  -0.05  5.09  -4.56
H  -2.39  5.26  -5.34
H  -4.16  3.95  -4.22
H  -3.57  2.45  -2.33

=====

6.
The following is a quantum chemistry calculation of C19H16Cl16F2O as an isolated structure in a non-equilibrium geometry, from the OMol25 dataset.

## Properties
orbital gap = 8.0 eV
LUMO = -0.605 eV
F_max = 13.1 eV/A
multiplicity = 1
HOMO energy = -8.60 eV

Geometry (Å):
C  0.63  -0.93  2.62
Cl  1.59  -1.52  1.19
Cl  0.97  0.81  2.98
Cl  -1.14  -1.03  2.14
Cl  1.01  -2.02  3.97
C  -1.74  -3.53  -0.44
Cl  0.01  -3.45  -0.61
Cl  -2.52  -3.67  -2.04
Cl  -2.17  -4.92  0.50
Cl  -2.25  -2.10  0.47
C  -0.93  0.59  -3.81
Cl  -1.99  0.81  -2.44
Cl  -1.33  -0.97  -4.63
Cl  -1.14  1.88  -5.07
Cl  0.75  0.55  -3.14
C  -3.67  0.81  1.36
Cl  -2.31  1.45  2.25
Cl  -4.17  -0.77  2.02
Cl  -5.14  1.81  1.63
Cl  -3.31  0.61  -0.39
C  -1.07  0.70  0.13
C  0.32  0.36  -0.38
O  1.17  1.17  -0.20
C  0.55  -0.96  -1.12
H  -0.90  1.34  0.99
H  -1.64  -0.18  0.42
H  -1.63  1.24  -0.64
H  0.48  -1.80  -0.42
H  1.53  -1.03  -1.58
H  -0.16  -1.22  -1.90
F  1.61  3.92  0.71
C  0.75  3.81  1.82
C  0.36  4.99  2.55
C  -0.57  4.82  3.56
C  -1.02  3.55  3.97
C  -0.49  2.44  3.34
C  0.42  2.54  2.24
H  0.76  5.97  2.32
H  -0.85  5.78  3.98
H  -1.56  3.48  4.90
H  -0.64  1.50  3.85
H  0.68  1.69  1.62
F  4.22  -0.29  -1.97
C  3.40  -1.36  -2.12
C  2.39  -1.21  -3.02
C  1.42  -2.18  -3.22
C  1.59  -3.37  -2.52
C  2.75  -3.65  -1.79
C  3.66  -2.63  -1.66
H  2.39  -0.24  -3.48
H  0.61  -2.04  -3.92
H  0.82  -4.13  -2.58
H  2.91  -4.61  -1.32
H  4.58  -2.79  -1.11

=====

7.
The following is a quantum chemistry calculation of a 8-piece molecular cluster, C14H46N2O8 overall in a non-equilibrium geometry, from the OMol25 dataset.

## Properties
orbital gap = 9.5 eV
LUMO = 0.431 eV
F_max = 1.0 eV/A
relative energy (zero: lowest compared OMol25 entry of this formula, charge and spin) = 16.08 kcal/mol
multiplicity = 1
HOMO energy = -9.05 eV

Geometry (Å):
C  -4.61  -3.72  -3.50
O  -3.90  -3.14  -2.44
C  -4.15  -1.73  -2.33
C  -3.40  -1.22  -1.11
C  -4.19  -1.42  0.17
N  -3.05  0.21  -1.31
H  -5.65  -3.36  -3.54
H  -4.65  -4.80  -3.32
H  -4.12  -3.54  -4.46
H  -3.82  -1.24  -3.25
H  -5.24  -1.61  -2.20
H  -2.44  -1.73  -1.05
H  -3.59  -1.12  1.02
H  -4.48  -2.47  0.30
H  -5.12  -0.85  0.12
H  -3.90  0.78  -1.28
H  -2.53  0.49  -0.48
C  5.34  -1.49  -1.39
O  4.17  -1.66  -0.62
C  4.44  -1.84  0.74
C  3.15  -1.89  1.51
C  2.36  -0.62  1.29
N  3.39  -2.07  2.96
H  5.03  -1.32  -2.42
H  5.99  -2.36  -1.34
H  5.91  -0.61  -1.04
H  5.05  -2.75  0.90
H  5.03  -0.98  1.12
H  2.57  -2.75  1.18
H  3.05  0.23  1.32
H  1.64  -0.46  2.10
H  1.80  -0.62  0.36
H  4.18  -2.69  3.11
H  3.67  -1.18  3.36
C  -0.60  4.43  -1.04
C  0.16  4.99  -2.22
O  0.51  6.34  -1.91
H  -1.58  4.89  -0.96
H  -0.01  4.66  -0.14
H  -0.72  3.35  -1.11
H  -0.46  4.97  -3.13
H  1.05  4.38  -2.43
H  0.81  6.77  -2.72
C  -1.16  -3.01  1.11
C  -0.38  -3.62  2.26
O  -0.26  -5.04  2.15
H  -1.22  -1.93  1.29
H  -2.18  -3.38  1.15
H  -0.68  -3.19  0.15
H  -0.91  -3.39  3.19
H  0.62  -3.22  2.35
H  -1.10  -5.43  2.40
C  2.75  3.91  1.04
C  2.01  3.25  2.20
O  0.65  2.99  1.88
H  2.26  4.84  0.75
H  2.73  3.25  0.18
H  3.78  4.10  1.34
H  2.05  3.88  3.09
H  2.49  2.31  2.44
H  0.10  3.76  2.01
O  -2.91  3.08  1.10
H  -2.62  3.87  1.57
H  -2.17  2.47  1.12
O  -0.91  0.93  0.66
H  -0.42  0.31  0.10
H  -0.23  1.53  1.01
O  0.09  -0.60  -1.43
H  0.99  -0.63  -1.77
H  -0.45  -0.28  -2.16

=====

8.
The following is a quantum chemistry calculation of a 8-piece molecular cluster, C14H29Br2N9O14 overall in a non-equilibrium geometry, from the OMol25 dataset.

## Properties
orbital gap = 9.8 eV
LUMO = -0.537 eV
F_max = 1.8 eV/A
multiplicity = 1
HOMO energy = -10.36 eV

Geometry (Å):
C  -3.89  -0.89  0.62
C  -3.41  -1.44  -0.72
Br  -4.89  -1.86  -1.91
C  -2.48  -2.67  -0.62
Br  -3.40  -4.22  0.11
C  -1.22  -2.37  0.23
C  -0.39  -3.57  0.50
N  0.25  -4.49  0.70
C  -0.32  -1.30  -0.46
C  0.57  -0.66  0.53
N  1.26  -0.24  1.32
H  -3.07  -0.34  1.11
H  -4.21  -1.69  1.29
H  -4.73  -0.20  0.48
H  -2.85  -0.66  -1.26
H  -2.19  -2.97  -1.64
H  -1.54  -1.98  1.21
H  -0.92  -0.51  -0.93
H  0.31  -1.78  -1.23
C  0.52  3.08  0.20
N  -0.88  2.82  -0.22
O  -1.60  3.76  -0.46
O  -1.24  1.65  -0.29
H  0.66  4.16  0.27
H  0.67  2.59  1.16
H  1.18  2.68  -0.55
C  3.51  5.52  -2.99
N  2.68  5.27  -1.78
O  1.47  5.40  -1.87
O  3.28  4.96  -0.76
H  2.85  5.79  -3.80
H  4.21  6.31  -2.74
H  4.05  4.59  -3.19
C  2.59  0.17  -4.09
N  2.77  1.45  -3.35
O  2.05  1.66  -2.39
O  3.63  2.20  -3.76
H  1.79  -0.39  -3.62
H  2.36  0.42  -5.12
H  3.54  -0.36  -4.04
C  -5.01  0.33  5.33
N  -4.81  -0.56  4.15
O  -5.80  -0.93  3.54
O  -3.67  -0.87  3.87
H  -6.07  0.51  5.44
H  -4.58  -0.18  6.18
H  -4.46  1.24  5.13
C  -5.65  -7.03  -1.13
N  -6.98  -7.16  -1.78
O  -7.54  -6.15  -2.14
O  -7.42  -8.29  -1.90
H  -5.39  -5.97  -1.09
H  -5.73  -7.46  -0.13
H  -4.94  -7.59  -1.73
C  5.81  4.35  1.30
N  6.83  5.18  0.59
O  6.63  6.37  0.50
O  7.79  4.59  0.14
H  5.02  5.01  1.64
H  5.45  3.61  0.60
H  6.31  3.86  2.13
C  3.97  -2.11  2.25
N  5.07  -1.45  1.50
O  5.02  -0.24  1.36
O  5.96  -2.17  1.08
H  3.26  -1.35  2.55
H  3.52  -2.84  1.58
H  4.42  -2.62  3.10